[1]
Entry from the OMol25 dataset: C22H23N8O3RuS as an isolated structure at a distorted geometry (ωB97M-V with the def2-TZVPD basis set).

Summary:
* Kohn-Sham gap (spin up / spin down): 6.15 / 6.48 eV
* energy relative to the best compared isomer or geometry (same formula, charge and spin): 170.8 kJ/mol
* highest occupied orbital energy (spin up / spin down): -6.577 / -6.743 eV
* LUMO energy (spin up / spin down): -0.4 / -0.3 eV

Structure (ORCA input):
```
! wB97M-V def2-TZVPD RIJCOSX def2/J DEFGRID3
* xyz 0 2
Ru 0.32 -0.20 0.00
N -2.75 -0.39 -3.48
C -2.02 -0.16 -2.34
S -0.32 0.14 -2.58
N -2.67 -0.17 -1.23
N -2.00 -0.18 -0.03
C -2.78 0.06 0.98
C -2.47 -0.08 2.36
C -3.44 0.28 3.31
C -3.22 0.14 4.66
C -1.99 -0.36 5.10
C -1.02 -0.74 4.20
C -1.22 -0.62 2.79
O -0.32 -1.01 1.98
H -2.34 -0.11 -4.35
H -3.75 -0.34 -3.39
H -3.79 0.37 0.73
H -4.39 0.67 2.95
H -3.98 0.43 5.37
H -1.80 -0.45 6.16
H -0.06 -1.13 4.53
C 0.07 4.22 1.09
C 0.49 2.81 0.85
N 0.06 2.10 -0.13
O -0.87 2.68 -0.93
C 1.45 2.16 1.72
C 2.28 2.92 2.71
N 1.56 0.88 1.56
O 2.36 0.15 2.18
H -0.79 4.47 0.47
H 0.89 4.90 0.84
H -0.18 4.37 2.14
H -0.89 2.05 -1.68
H 2.85 3.71 2.21
H 2.97 2.22 3.17
H 1.66 3.37 3.48
N 2.85 -2.25 0.43
C 3.27 -1.03 -0.05
C 4.58 -0.63 0.22
C 5.06 0.53 -0.33
C 4.22 1.28 -1.15
C 2.93 0.84 -1.34
N 2.45 -0.30 -0.81
C 1.66 -2.91 0.22
C 1.52 -4.22 0.69
C 0.38 -4.93 0.39
C -0.62 -4.31 -0.37
C -0.42 -3.02 -0.77
N 0.70 -2.33 -0.49
H 3.48 -2.71 1.06
H 5.20 -1.24 0.88
H 6.07 0.85 -0.14
H 4.56 2.19 -1.62
H 2.23 1.39 -1.95
H 2.31 -4.68 1.28
H 0.26 -5.95 0.72
H -1.53 -4.83 -0.63
H -1.16 -2.49 -1.36
*
```

=====

[2]
Entry from the OMol25 dataset: C22H24AsClI2IrO2P as an isolated structure at a distorted geometry (ωB97M-V with the def2-TZVPD basis set).

Summary:
* Kohn-Sham gap (spin up / spin down): 8.46 / 3.84 eV
* energy relative to the best compared isomer or geometry (same formula, charge and spin): 8.4 kJ/mol
* highest occupied orbital energy (spin up / spin down): -17.070 / -17.063 eV
* LUMO energy (spin up / spin down): -8.6 / -13.2 eV

Structure (ORCA input):
```
! wB97M-V def2-TZVPD RIJCOSX def2/J DEFGRID3
* xyz 3 6
I -0.38 -2.55 -4.42
I 3.26 -1.67 -3.39
Ir 0.22 -2.27 0.64
P 0.45 -4.35 0.18
C 0.98 -4.65 -1.56
C 1.84 -4.87 1.20
H -1.49 -4.82 1.45
H -1.05 -6.19 0.35
H -1.84 -4.73 -0.33
C -1.16 -5.11 0.45
H 1.65 -4.57 2.24
H 1.96 -5.95 1.12
H 1.09 -5.72 -1.69
H 1.92 -4.11 -1.76
H 2.77 -4.38 0.84
H 0.21 -4.26 -2.24
C 0.65 -1.77 -1.09
O 0.67 -1.07 -2.05
Cl -0.35 -2.64 2.93
O 0.13 -0.30 0.89
As -0.04 1.32 0.31
C -0.19 1.98 2.06
C 0.33 3.22 2.40
C 0.30 3.61 3.74
C -0.35 2.79 4.72
C -0.89 1.53 4.33
C -0.74 1.14 3.01
C 1.29 2.03 -0.84
C 0.92 2.90 -1.89
C 1.91 3.64 -2.54
C 3.24 3.56 -2.12
C 3.58 2.69 -1.07
C 2.63 1.86 -0.49
C -1.80 1.42 -0.66
C -1.84 1.09 -2.02
C -3.06 1.02 -2.68
C -4.23 1.42 -2.06
C -4.20 1.86 -0.74
C -2.99 1.87 -0.01
H 0.74 3.89 1.65
H 0.76 4.56 4.10
H -0.45 3.11 5.80
H -1.39 0.84 5.03
H -0.96 0.11 2.78
H -0.13 3.01 -2.14
H 1.63 4.28 -3.37
H 4.00 4.20 -2.57
H 4.64 2.61 -0.74
H 2.91 1.07 0.21
H -0.90 0.89 -2.54
H -3.05 0.61 -3.68
H -5.16 1.41 -2.59
H -5.11 2.16 -0.22
H -2.92 2.27 1.04
*
```

=====

[3]
Entry from the OMol25 dataset: C22H24BCl48O as an isolated structure at a distorted geometry (ωB97M-V with the def2-TZVPD basis set).

Summary:
* Kohn-Sham gap: 6.04 eV
* highest occupied orbital energy: -5.000 eV
* LUMO energy: 1.0 eV

Structure (ORCA input):
```
! wB97M-V def2-TZVPD RIJCOSX def2/J DEFGRID3
* xyz -1 1
B -5.31 -0.53 2.65
C -5.17 -1.76 1.53
C -5.66 -1.42 0.09
C -4.56 -0.98 -0.89
C -4.15 0.51 -0.75
C -2.87 0.78 0.05
C -1.62 0.02 -0.43
C -1.32 -1.30 0.30
C -0.48 -1.14 1.59
C -0.99 -0.06 2.53
O -0.12 0.01 3.66
C -0.17 1.30 4.24
H -4.24 0.08 2.78
H -6.21 0.23 2.28
H -5.61 -0.96 3.76
H -5.81 -2.57 1.90
H -4.15 -2.16 1.52
H -6.40 -0.62 0.18
H -6.19 -2.28 -0.34
H -3.71 -1.66 -0.86
H -4.99 -1.09 -1.90
H -4.03 0.93 -1.76
H -4.97 1.00 -0.22
H -2.66 1.86 -0.07
H -3.08 0.64 1.11
H -0.75 0.68 -0.37
H -1.75 -0.19 -1.50
H -2.22 -1.86 0.57
H -0.74 -1.93 -0.38
H -0.58 -2.09 2.13
H 0.58 -1.03 1.39
H -1.03 0.93 2.06
H -2.00 -0.30 2.88
H -1.21 1.63 4.41
H 0.35 1.29 5.20
H 0.30 2.03 3.56
C -0.51 2.54 -4.42
Cl -0.46 3.86 -5.59
Cl -1.30 3.09 -2.94
Cl -1.43 1.18 -5.09
Cl 1.14 2.03 -4.06
C -0.86 2.44 -9.87
Cl -1.10 1.64 -8.32
Cl -0.96 1.24 -11.18
Cl -2.11 3.67 -10.11
Cl 0.73 3.20 -9.90
C 2.64 -2.71 -0.86
Cl 1.87 -4.05 -1.71
Cl 4.36 -2.62 -1.30
Cl 1.85 -1.19 -1.31
Cl 2.53 -2.93 0.88
C -3.46 1.22 7.23
Cl -4.71 2.43 7.52
Cl -3.55 -0.03 8.49
Cl -3.68 0.49 5.66
Cl -1.86 2.00 7.33
C 1.61 -1.40 -7.04
Cl -0.08 -1.88 -7.12
Cl 2.17 -1.51 -5.37
Cl 2.58 -2.48 -8.05
Cl 1.78 0.26 -7.61
C -5.28 6.54 6.93
Cl -5.61 6.94 5.24
Cl -3.66 5.84 7.06
Cl -5.36 8.01 7.91
Cl -6.48 5.38 7.51
C 2.66 3.21 -0.48
Cl 1.93 4.28 -1.68
Cl 2.92 4.13 1.02
Cl 1.61 1.84 -0.16
Cl 4.20 2.63 -1.13
C 6.35 0.66 2.15
Cl 6.35 -0.33 3.60
Cl 6.28 -0.37 0.72
Cl 4.93 1.71 2.12
Cl 7.82 1.66 2.09
C 3.38 -6.71 -4.67
Cl 1.72 -7.28 -4.48
Cl 4.27 -6.99 -3.17
Cl 4.16 -7.59 -5.99
Cl 3.37 -4.98 -5.03
C 1.98 2.90 5.50
Cl 0.34 3.55 5.69
Cl 1.98 1.17 5.88
Cl 2.51 3.13 3.83
Cl 3.08 3.75 6.59
C 7.85 2.63 6.98
Cl 7.80 2.54 5.22
Cl 7.19 1.14 7.66
Cl 9.52 2.83 7.51
Cl 6.89 4.01 7.53
C 4.54 -9.11 -10.04
Cl 2.88 -9.68 -9.83
Cl 5.46 -9.42 -8.56
Cl 5.30 -9.98 -11.39
Cl 4.54 -7.38 -10.38
*
```

=====

[4]
Entry from the OMol25 dataset: C22H24BN3O2Pd as an isolated structure (ωB97M-V with the def2-TZVPD basis set).

Summary:
* Kohn-Sham gap (spin up / spin down): 7.58 / 6.00 eV
* highest occupied orbital energy (spin up / spin down): -6.904 / -7.015 eV
* LUMO energy (spin up / spin down): 0.7 / -1.0 eV

Structure (ORCA input):
```
! wB97M-V def2-TZVPD RIJCOSX def2/J DEFGRID3
* xyz 0 3
Pd -0.46 0.31 -1.04
C -2.80 -0.50 -3.02
N -2.79 -0.26 -1.57
C -3.86 0.66 -1.18
C -2.82 -1.48 -0.78
C -3.55 -2.59 -1.17
C -3.48 -3.78 -0.44
C -2.65 -3.83 0.66
C -1.93 -2.72 1.07
C -2.04 -1.50 0.39
N -1.41 -0.30 0.71
C -0.81 0.02 1.91
C -1.11 -0.56 3.15
C -0.44 -0.18 4.31
C 0.54 0.80 4.26
C 0.79 1.44 3.05
C 0.11 1.08 1.90
N 0.26 1.82 0.67
C -0.85 2.78 0.49
C 1.54 2.49 0.49
H -3.77 -0.84 -3.39
H -2.56 0.44 -3.53
H -2.04 -1.24 -3.27
H -4.84 0.27 -1.47
H -3.84 0.80 -0.10
H -3.70 1.62 -1.67
H -4.16 -2.55 -2.07
H -4.04 -4.64 -0.76
H -2.54 -4.76 1.21
H -1.25 -2.79 1.91
H -1.88 -1.31 3.21
H -0.68 -0.65 5.25
H 1.09 1.08 5.15
H 1.53 2.23 3.01
H -0.74 3.62 1.19
H -0.83 3.17 -0.52
H -1.79 2.29 0.67
H 1.65 3.36 1.15
H 2.36 1.79 0.68
H 1.62 2.84 -0.54
O 2.34 0.90 -2.44
B 1.49 0.16 -1.61
O 2.28 -0.64 -0.75
C 3.59 -0.35 -1.05
C 4.74 -0.84 -0.47
C 5.95 -0.35 -0.98
C 5.99 0.58 -2.01
C 4.81 1.07 -2.58
C 3.63 0.58 -2.07
H 4.70 -1.56 0.33
H 6.88 -0.71 -0.55
H 6.94 0.93 -2.38
H 4.82 1.79 -3.39
*
```